The following is a DFT calculation (ωB97M-V/def2-TZVPD) of a 2-piece molecular cluster, C17H19N overall in a non-equilibrium geometry.

The relative energy (zero: lowest compared OMol25 entry of this formula, charge and spin) is 88.7 kcal/mol. Its SMILES is CCc1c[nH]c2ccccc12.Cc1ccccc1. For the energy, the calculation gives -713.8209 hartree. The value obtained for the gap between HOMO and LUMO is 8.18 eV. Its spin multiplicity is 1.

Cartesian coordinates (Å):
N -1.859733 -1.057615 0.200276
H -0.329923 0.879530 1.544967
H 3.117654 -1.840631 1.054589
H -1.632991 -5.584054 -2.546314
H 2.296143 0.233128 1.987852
C -0.845167 -3.792931 -2.046136
H -2.204532 -5.377311 -1.018673
H -2.547684 -0.526712 0.531096
C 2.562856 3.896415 1.162234
C -0.842528 -2.709625 -1.057260
C -2.115929 -4.903777 -2.005323
H -1.990492 3.594577 0.036226
C 1.702073 3.453830 2.125171
H 1.987349 3.300081 3.160122
H -3.098523 -2.432080 -0.988059
C 0.124194 -0.029999 1.158583
H 0.534017 3.868749 -1.538632
H -3.175270 -4.683610 -2.265005
H -1.461903 2.283107 -0.640228
C -1.364806 2.722774 0.221766
C 0.191443 -1.994581 -0.431865
C 1.527645 -2.214008 -0.122194
H 1.857730 -3.094150 -0.639044
H -0.996857 -3.262204 -2.949977
H -1.837379 2.149398 1.046354
C -0.075498 3.326779 0.548361
C 2.212517 -1.387110 0.677996
H 3.605793 4.143249 1.342707
H -0.312630 2.770690 2.551220
C 0.737504 3.821248 -0.510294
C -2.057132 -2.137303 -0.679954
H 2.624457 4.614868 -0.924070
C -0.492682 -0.913348 0.373799
C 2.075282 4.075178 -0.171419
C 0.364860 3.228435 1.784783
H 0.184237 -4.123418 -2.224338
C 1.535915 -0.297572 1.250689

Cartesian forces (eV/Å) of the 2 atoms listed first:
N 3.9 -3.8 -3.0
H 0.2 -0.7 0.3